Below is a structure of composition C47H34Cl2N3O4W, with properties calculated with wB97M-V/def2-TZVPD.

ORCA input file:
```
! RIJCOSX wB97M-V def2-TZVPD def2/J DEFGRID3
* xyz 1 1
W -0.557 0.308 0.350
O -0.665 -1.288 1.304
C 0.191 -2.090 2.126
C 1.393 -2.305 1.210
C 2.162 -1.106 0.720
C 3.544 -1.232 0.717
C 4.335 -0.263 0.143
C 3.723 0.836 -0.418
C 2.344 0.968 -0.378
C 1.763 2.257 -0.906
C 0.574 2.150 -1.868
O -0.416 1.466 -1.092
C 0.064 3.553 -2.153
C -0.729 4.217 -1.225
C -1.133 5.522 -1.457
C -0.741 6.179 -2.616
C 0.054 5.522 -3.542
C 0.453 4.212 -3.314
C 0.806 1.333 -3.122
C 2.072 0.987 -3.566
C 2.234 0.235 -4.727
C 1.126 -0.170 -5.447
C -0.148 0.187 -5.014
C -0.306 0.937 -3.864
N 1.578 0.001 0.191
C -0.542 -3.401 2.402
C -1.695 -3.371 3.182
C -2.415 -4.526 3.426
C -1.988 -5.740 2.905
C -0.840 -5.784 2.134
C -0.125 -4.620 1.879
C 0.516 -1.336 3.402
C -0.405 -0.462 3.967
C -0.122 0.194 5.155
C 1.089 -0.013 5.799
C 2.013 -0.888 5.246
C 1.727 -1.544 4.057
H 1.048 -2.827 0.313
H 2.112 -2.968 1.689
H 3.980 -2.117 1.157
H 5.412 -0.364 0.128
H 4.303 1.621 -0.882
H 2.566 2.825 -1.377
H 1.427 2.854 -0.051
H -1.042 3.716 -0.315
H -1.757 6.028 -0.733
H -1.058 7.197 -2.797
H 0.361 6.025 -4.449
H 1.059 3.701 -4.050
H 2.955 1.295 -3.024
H 3.228 -0.034 -5.056
H 1.249 -0.758 -6.347
H -1.018 -0.124 -5.578
H -1.299 1.214 -3.531
H -2.038 -2.438 3.610
H -3.310 -4.481 4.033
H -2.546 -6.645 3.104
H -0.492 -6.722 1.725
H 0.766 -4.698 1.271
H -1.353 -0.280 3.474
H -0.853 0.871 5.577
H 1.309 0.501 6.724
H 2.959 -1.065 5.740
H 2.461 -2.232 3.662
O 1.479 -2.430 -2.360
C 0.312 -2.158 -2.288
N -0.268 -1.250 -1.388
C -1.571 -1.266 -1.540
O -2.243 -0.509 -0.754
C -2.013 -2.169 -2.620
C -3.247 -2.475 -3.150
C -3.263 -3.381 -4.211
C -2.086 -3.944 -4.695
C -0.844 -3.624 -4.143
C -0.835 -2.727 -3.101
H -4.157 -2.036 -2.767
H -4.205 -3.655 -4.665
H -2.139 -4.643 -5.518
H 0.072 -4.060 -4.518
Cl 1.685 2.984 3.527
C -0.019 3.183 3.362
C -0.705 4.109 4.136
C -2.076 4.261 3.997
C -2.795 3.495 3.082
C -2.086 2.588 2.326
Cl -2.884 1.550 1.169
C -0.706 2.409 2.435
N -0.156 1.435 1.635
H -0.154 4.707 4.848
H -2.596 4.986 4.607
H -3.863 3.601 2.970
*
```

For the HOMO-LUMO gap, the calculation gives 7.50 eV. The value obtained for the LUMO energy is -3.7 eV. As for the largest force on an atom: 0.7 eV/Å.